1.
{"formula": "C6H16N", "method": "ωB97M-V with the def2-TZVPD basis set", "symbols": ["C", "C", "C", "C", "C", "C", "N", "H", "H", "H", "H", "H", "H", "H", "H", "H", "H", "H", "H", "H", "H", "H", "H"], "xyz": [[-0.12, 1.88, -1.79], [0.98, 1.04, -1.12], [0.66, -0.38, -0.59], [1.36, -0.67, 0.73], [0.64, -0.10, 2.04], [-0.93, -0.21, 1.93], [-1.35, 0.84, 1.11], [-0.45, 1.54, -2.76], [-0.96, 1.81, -1.09], [0.25, 2.90, -1.74], [1.12, 1.56, -0.17], [1.86, 1.01, -1.76], [-0.50, -0.36, -0.52], [0.90, -1.18, -1.36], [1.40, -1.74, 0.95], [2.34, -0.20, 0.79], [0.91, -0.66, 2.93], [0.77, 0.98, 2.11], [-1.34, -0.18, 2.96], [-1.12, -1.20, 1.49], [-2.02, -3.43, -2.50], [-2.00, -4.12, -2.79], [-2.39, 0.85, 1.14]], "total_charge": 1, "e_lumo_ev": -9.1869, "gap_ha": 0.217}

=====

2.
{"formula": "C6H16N", "method": "ωB97M-V with the def2-TZVPD basis set", "symbols": ["C", "C", "C", "C", "C", "C", "N", "H", "H", "H", "H", "H", "H", "H", "H", "H", "H", "H", "H", "H", "H", "H", "H"], "xyz": [[-1.35, 1.68, -1.67], [-0.88, 1.32, -0.27], [-0.94, -0.07, 0.05], [0.65, 0.97, -0.08], [1.17, 0.81, 1.40], [1.69, -0.60, 1.69], [-0.48, -3.15, -0.88], [-0.95, 2.59, -2.05], [-2.44, 1.69, -1.69], [-1.03, 0.92, -2.39], [-1.25, 2.03, 0.46], [-0.79, -0.81, -0.72], [-1.24, -0.29, 1.07], [1.06, 0.21, -0.74], [1.18, 1.86, -0.45], [0.35, 1.09, 2.03], [2.00, 1.50, 1.54], [1.20, -1.38, 1.11], [2.76, -0.67, 1.49], [1.51, -0.89, 2.71], [-1.13, -3.09, -1.66], [0.41, -3.47, -1.26], [-0.81, -3.90, -0.29]], "total_charge": 1, "e_lumo_ev": -5.3022, "gap_ha": 0.323}

=====

3.
{"formula": "C6H16N", "method": "ωB97M-V with the def2-TZVPD basis set", "symbols": ["C", "C", "C", "C", "H", "H", "H", "H", "H", "H", "H", "H", "H", "H", "C", "C", "N", "H", "H", "H", "H", "H", "H"], "xyz": [[1.67, 0.09, -2.59], [0.27, -0.25, -2.07], [-0.07, -1.73, -2.15], [0.22, 0.32, -0.66], [1.97, 1.12, -2.44], [2.45, -0.43, -2.06], [1.67, -0.05, -3.70], [-0.45, 0.36, -2.67], [-1.08, -2.00, -1.82], [0.58, -2.29, -1.43], [0.13, -2.11, -3.13], [0.29, 1.40, -0.71], [-0.70, 0.03, -0.25], [1.03, 0.02, -0.06], [-0.84, -0.10, 3.78], [-1.07, 1.64, 1.97], [-0.75, 0.46, 2.36], [0.22, -0.20, 4.18], [-1.40, -1.08, 3.78], [-1.36, 0.64, 4.44], [-1.47, 2.41, 2.66], [-0.97, 1.95, 0.93], [-0.35, -0.22, 1.65]], "total_charge": 1, "e_lumo_ev": -5.0976, "gap_ha": 0.336}

=====

4.
{"formula": "C6H16N", "method": "ωB97M-V with the def2-TZVPD basis set", "symbols": ["C", "C", "C", "C", "C", "C", "N", "H", "H", "H", "H", "H", "H", "H", "H", "H", "H", "H", "H", "H", "H", "H", "H"], "xyz": [[0.03, -2.91, -0.95], [1.12, -1.87, -0.64], [0.50, -0.61, -0.03], [-0.72, 0.00, -0.74], [-1.21, 1.30, -0.07], [-0.58, 1.73, 1.25], [0.74, 2.48, 1.11], [-0.88, -2.60, -1.45], [0.47, -3.78, -1.44], [-0.36, -3.32, -0.01], [1.55, -1.67, -1.62], [1.83, -2.36, 0.01], [0.15, -0.96, 0.96], [1.23, 0.17, 0.22], [-0.46, 0.11, -1.79], [-1.53, -0.73, -0.70], [-1.11, 2.11, -0.80], [-2.28, 1.32, 0.15], [-0.46, 0.94, 1.98], [-1.26, 2.48, 1.63], [1.06, 2.40, 0.15], [0.56, 3.48, 1.14], [1.60, 2.30, 1.62]], "total_charge": 1, "e_lumo_ev": -3.6897, "gap_ha": 0.392, "smiles": "CCCCCC[NH3+]"}

=====

Most stable to least stable: 4, 3, 2, 1

=====

1.
{"formula": "C22H31N3O3", "method": "ωB97M-V with the def2-TZVPD basis set", "symbols": ["C", "O", "C", "C", "C", "H", "C", "N", "C", "O", "C", "H", "H", "C", "C", "N", "N", "C", "O", "C", "H", "H", "C", "C", "H", "H", "C", "C", "C", "C", "C", "C", "C", "H", "H", "H", "H", "H", "H", "H", "H", "H", "H", "H", "C", "H", "C", "H", "H", "H", "H", "H", "H", "H", "H", "H", "H", "H", "H"], "xyz": [[-7.73, -2.17, 0.38], [-6.90, -1.05, 0.50], [-5.53, -1.39, 0.58], [-4.71, -0.10, 0.67], [-4.83, 0.72, -0.61], [-5.87, 0.98, -0.79], [-3.98, 1.99, -0.51], [-2.60, 1.65, -0.23], [-1.67, 1.85, -1.18], [-1.93, 2.39, -2.24], [-0.24, 1.42, -0.87], [0.30, 1.38, -1.82], [-0.22, 0.43, -0.42], [0.44, 2.44, 0.06], [1.74, 1.91, 0.53], [1.98, 1.33, 1.66], [3.29, 1.00, 1.67], [3.79, 1.38, 0.54], [2.85, 1.97, -0.24], [5.17, 1.26, 0.03], [5.55, 2.28, -0.14], [5.13, 0.76, -0.93], [6.12, 0.53, 0.99], [5.67, -0.88, 1.38], [4.74, -0.80, 1.94], [6.43, -1.29, 2.04], [5.48, -1.84, 0.19], [4.17, -1.66, -0.53], [4.13, -1.36, -1.88], [2.92, -1.20, -2.54], [1.73, -1.36, -1.85], [1.76, -1.68, -0.50], [2.97, -1.83, 0.15], [2.99, -2.08, 1.20], [0.84, -1.82, 0.05], [0.79, -1.24, -2.36], [2.91, -0.96, -3.59], [5.05, -1.24, -2.44], [6.31, -1.72, -0.51], [5.52, -2.86, 0.57], [6.22, 1.12, 1.90], [7.10, 0.48, 0.51], [0.60, 3.37, -0.49], [-0.18, 2.64, 0.93], [-2.45, 0.92, 1.01], [-1.40, 0.72, 1.23], [-3.24, -0.39, 0.95], [-3.13, -0.92, 1.90], [-2.84, -1.02, 0.16], [-2.85, 1.54, 1.82], [-4.00, 2.54, -1.45], [-4.36, 2.63, 0.30], [-4.48, 0.13, -1.46], [-5.13, 0.49, 1.50], [-5.34, -2.02, 1.46], [-5.23, -1.96, -0.32], [-8.75, -1.80, 0.34], [-7.63, -2.84, 1.25], [-7.51, -2.74, -0.53]], "e_lumo_ev": 0.7808, "gap_ha": 0.361, "smiles": "COCC1CCN(C(=O)CCc2nnc(CCCCc3ccccc3)o2)CC1"}

=====

2.
{"formula": "C22H31N3O3", "method": "ωB97M-V with the def2-TZVPD basis set", "symbols": ["C", "C", "H", "H", "O", "C", "O", "C", "C", "C", "N", "C", "C", "N", "C", "C", "C", "C", "C", "C", "N", "H", "H", "H", "H", "H", "H", "H", "C", "C", "H", "H", "H", "H", "H", "H", "H", "H", "C", "H", "C", "C", "C", "C", "C", "O", "H", "H", "H", "H", "H", "H", "H", "H", "H", "H", "H", "H", "H"], "xyz": [[-5.14, -3.50, 0.96], [-3.82, -3.78, -0.01], [-4.10, -4.18, -0.96], [-3.19, -4.42, 0.51], [-3.32, -2.73, -0.56], [-2.54, -2.08, 0.51], [-2.30, -2.61, 1.68], [-1.99, -0.63, -0.18], [-0.83, -0.19, 0.69], [0.48, -1.16, 0.54], [0.76, -1.04, -0.84], [1.36, 0.04, -1.49], [2.86, -0.13, -0.94], [3.50, 1.25, -0.54], [4.70, 0.77, -0.22], [5.72, 1.53, 0.44], [6.95, 0.74, 0.82], [6.94, -0.55, 0.89], [6.02, -1.17, 0.34], [4.76, -0.58, 0.06], [3.53, -1.06, -0.62], [3.12, -1.91, -0.46], [5.96, -2.25, 0.49], [7.81, -0.92, 1.34], [7.76, 1.64, 0.86], [5.82, 2.66, 0.28], [1.56, -0.36, -2.48], [0.98, 1.05, -1.22], [-0.40, -1.73, -1.52], [-1.51, -0.82, -1.46], [-1.29, 0.31, -1.98], [-2.40, -1.22, -2.24], [0.02, -1.75, -2.66], [-0.60, -2.82, -1.30], [1.27, -0.78, 1.10], [0.27, -1.91, 0.96], [-1.02, -0.25, 1.67], [-0.53, 0.84, 0.82], [-3.20, 0.34, 0.12], [-3.64, 0.38, 1.23], [-2.84, 1.70, -0.04], [-4.37, 2.57, -0.31], [-4.06, 3.94, -0.74], [-3.31, 4.41, 0.49], [-2.12, 3.78, 0.69], [-2.17, 2.30, 0.93], [-1.45, 3.93, 1.73], [-1.17, 3.68, -0.03], [-2.95, 5.69, 0.20], [-4.07, 4.57, 1.37], [-4.88, 4.56, -1.00], [-3.30, 4.16, -1.69], [-4.47, 2.12, -1.55], [-4.87, 2.28, 0.37], [-2.11, 1.82, -0.94], [-3.94, 0.04, -0.34], [-5.91, -2.92, 0.28], [-4.96, -3.01, 1.85], [-5.65, -4.34, 1.14]], "e_lumo_ev": 0.5954, "gap_ha": 0.302}

=====

Most stable to least stable: 1, 2

=====

1.
{"formula": "C6H15NS", "method": "ωB97M-V with the def2-TZVPD basis set", "symbols": ["C", "C", "S", "C", "N", "C", "C", "C", "H", "H", "H", "H", "H", "H", "H", "H", "H", "H", "H", "H", "H", "H", "H"], "xyz": [[-1.18, -0.44, 1.35], [-2.68, -0.35, 0.99], [-2.92, 0.62, -0.53], [-0.24, -1.09, 0.21], [1.01, -0.27, 0.26], [0.93, 1.10, -0.27], [0.62, 1.09, -1.74], [2.28, -1.06, -0.12], [-0.74, 0.52, 1.40], [-0.91, -0.94, 2.31], [-3.33, 0.12, 1.78], [-2.96, -1.47, 0.97], [-0.60, 2.46, 0.11], [-0.74, -1.11, -0.83], [0.13, -2.13, 0.54], [1.78, 1.80, -0.10], [0.09, 1.63, 0.24], [0.58, 2.10, -2.01], [-0.39, 0.72, -1.83], [1.45, 0.57, -2.26], [2.31, -1.44, -1.09], [2.34, -1.92, 0.63], [3.18, -0.49, 0.01]], "e_lumo_ev": -2.4753, "gap_ha": 0.196}

=====

2.
{"formula": "C6H15NS", "method": "ωB97M-V with the def2-TZVPD basis set", "symbols": ["C", "N", "C", "C", "C", "S", "C", "C", "H", "H", "H", "H", "H", "H", "H", "H", "H", "H", "H", "H", "H", "H", "H"], "xyz": [[-0.51, -1.96, 0.51], [-0.49, -0.56, 0.07], [0.78, -0.03, -0.42], [0.57, 1.47, -0.75], [-0.74, 1.82, -1.40], [-1.05, 3.62, -1.41], [1.97, -0.13, 0.54], [-1.60, -2.24, 1.53], [-0.58, -2.60, -0.37], [0.46, -2.24, 0.93], [-0.78, 0.01, 0.86], [1.03, -0.45, -1.40], [0.68, 2.04, 0.18], [1.41, 1.77, -1.38], [-0.79, 1.41, -2.42], [-1.59, 1.43, -0.86], [0.05, 3.97, -2.10], [2.11, 0.79, 1.13], [1.82, -0.92, 1.28], [2.92, -0.29, 0.04], [-1.20, -2.23, 2.55], [-2.05, -3.21, 1.35], [-2.39, -1.48, 1.51]], "e_lumo_ev": 1.0183, "gap_ha": 0.363, "smiles": "CCN[C@H](C)CCS"}

=====

Most stable to least stable: 2, 1

=====

1.
{"formula": "C6H15NS", "method": "ωB97M-V with the def2-TZVPD basis set", "symbols": ["C", "N", "C", "C", "C", "S", "C", "C", "H", "H", "H", "H", "H", "H", "H", "H", "H", "H", "H", "H", "H", "H", "H"], "xyz": [[-0.25, -0.26, 1.87], [0.22, 0.69, 0.88], [0.91, 0.07, -0.24], [0.28, 0.35, -1.62], [-0.98, -0.41, -1.77], [-2.18, 0.14, -2.94], [2.50, 0.22, -0.23], [-1.51, 0.21, 2.63], [-0.52, -1.30, 1.47], [0.61, -0.34, 2.61], [-0.66, 1.17, 0.58], [0.95, -1.08, -0.29], [0.35, 1.42, -1.81], [1.05, 0.12, -2.39], [-0.75, -1.55, -2.05], [-1.51, -0.57, -0.81], [-1.67, -0.64, -3.95], [2.82, -0.29, 0.67], [2.91, -0.07, -1.18], [2.74, 1.26, -0.04], [-2.44, -0.12, 2.19], [-1.40, 1.27, 2.80], [-1.46, -0.28, 3.61]], "e_lumo_ev": 0.8200, "gap_ha": 0.359, "smiles": "CCN[C@H](C)CCS"}

=====

2.
{"formula": "C6H15NS", "method": "ωB97M-V with the def2-TZVPD basis set", "symbols": ["C", "C", "C", "N", "H", "H", "H", "H", "H", "H", "H", "H", "C", "C", "C", "S", "H", "H", "H", "H", "H", "H", "H"], "xyz": [[-2.41, 1.72, 1.90], [-1.15, 1.18, 1.26], [0.00, 1.91, 1.34], [1.36, 1.46, 1.20], [-2.37, 2.80, 2.06], [-3.34, 1.53, 1.32], [-2.57, 1.22, 2.89], [-1.11, 0.12, 1.06], [-0.11, 3.00, 1.54], [1.33, -0.98, 2.26], [1.83, 1.59, 2.09], [1.35, 0.39, 0.95], [-0.91, -1.58, -2.56], [-0.13, -0.39, -2.06], [1.22, -0.77, -1.45], [1.00, -1.60, 0.15], [-0.41, -2.11, -3.39], [-1.89, -1.22, -2.89], [-1.15, -2.26, -1.72], [0.09, 0.29, -2.88], [-0.65, 0.17, -1.25], [1.87, 0.12, -1.25], [1.79, -1.54, -2.07]], "e_lumo_ev": -2.2961, "gap_ha": 0.213}

=====

Most stable to least stable: 1, 2